1.
Density functional theory data (ωB97M-V/def2-TZVPD) for a structure of composition C29H24Co2NO6 at a distorted geometry.

Structure (XYZ):
```
62
Properties=species:S:1:pos:R:3:mulliken_charge:R:1
O 5.2312 3.0546 -3.9203 -0.350
C 4.3144 2.5430 -3.4301 0.444
Co 2.9083 1.7571 -2.6981 -0.196
C 2.2914 3.2778 -2.1242 0.232
O 1.8425 4.2657 -1.7220 -0.358
C 1.7125 1.5435 -3.9816 0.056
O 0.8838 1.4567 -4.7904 -0.356
C 2.2210 0.9344 -0.9696 -1.200
C 1.0800 0.1568 -0.9139 0.585
C -0.2591 0.3552 -0.6218 0.972
C -1.2272 -0.1757 -1.5780 0.837
C -2.2308 0.6865 -2.0992 -0.463
C -3.0955 0.2607 -3.0966 -1.017
C -2.9645 -1.0279 -3.6361 -0.496
C -1.9602 -1.8868 -3.1595 -0.891
C -1.1046 -1.4625 -2.1396 -0.298
Co 2.4393 -0.5808 -1.8878 -0.108
C 3.9611 -0.2652 -2.8793 -0.068
O 4.9717 -0.5633 -3.3825 -0.379
C 1.6450 -1.2478 -3.3293 0.092
O 1.2082 -1.7095 -4.2959 -0.300
C 2.9197 -2.0852 -1.1171 0.251
O 3.2232 -3.0787 -0.5943 -0.388
H 2.7562 1.3107 -0.0876 1.102
H -0.6790 1.4051 -0.3533 -0.879
H -2.2726 1.7363 -1.7859 0.446
H -3.8772 0.9330 -3.4689 0.419
H -3.6354 -1.3649 -4.4213 0.429
H -1.8447 -2.8988 -3.5799 0.426
H -0.3322 -2.1421 -1.7562 0.713
C 2.0632 -2.3614 2.7304 -0.591
C 2.8056 -1.0992 3.1823 -0.814
C 2.0208 0.0857 2.6094 0.093
N 0.6657 -0.4590 2.3828 0.130
C -0.3831 0.2765 1.9277 -1.101
C -0.2024 1.4114 0.9952 0.339
C -1.1283 2.5503 1.4722 -1.116
C -2.5679 2.0505 1.2171 -0.837
C -2.8104 0.7254 1.8644 0.737
C -1.7169 -0.0380 2.3747 1.070
C -2.0046 -1.0528 3.3215 -0.550
C -3.2984 -1.5546 3.4182 -0.834
C -4.3330 -0.9522 2.6828 -0.557
C -4.0965 0.2135 1.9515 -0.804
C 0.7079 -1.9118 2.1766 -0.233
H 2.6106 -2.8752 1.9353 0.259
H 1.9229 -3.0627 3.5574 0.334
H 2.8195 -1.0383 4.2765 0.330
H 3.8419 -1.0863 2.8356 0.383
H 2.0111 0.9541 3.2865 0.412
H 2.4629 0.4127 1.6519 -0.273
H 0.8403 1.7521 0.9177 1.212
H -0.8768 2.6907 2.5457 0.436
H -0.9690 3.4930 0.9154 0.398
H -3.3105 2.8002 1.5473 0.626
H -2.7572 1.9231 0.1312 0.175
H -1.2097 -1.4372 3.9651 0.812
H -3.4972 -2.4212 4.0500 0.428
H -5.3329 -1.3771 2.7045 0.423
H -4.9064 0.7319 1.4305 0.469
H 0.6317 -2.1202 1.0922 -0.201
H -0.1291 -2.4121 2.6707 0.593
```

For the lowest unoccupied orbital energy, the calculation gives -5.34 eV. Its energy relative to the best compared isomer or geometry (same formula, charge and spin) is 155.1 kJ/mol. As for the total charge: +1. For the energy, the calculation gives -119477.9896 eV.

2.
Density functional theory data (ωB97M-V/def2-TZVPD) for a cluster of 2 separate species, C29H24N2 in total at a distorted geometry.

Structure (XYZ):
```
55
Properties=species:S:1:pos:R:3:mulliken_charge:R:1
C -5.2338 0.0452 -2.3782 -0.402
C -4.5887 -1.1649 -2.6705 -0.789
C -3.1956 -1.2417 -2.6398 -0.304
C -2.4368 -0.1111 -2.2485 0.781
C -0.9904 -0.1382 -2.0441 -0.106
N -0.4233 1.0180 -1.7614 -0.412
C 0.7760 1.3091 -1.3416 -0.141
C 1.3104 2.5943 -1.5698 -0.195
N 1.8161 3.6398 -1.7474 -0.622
C -0.2024 -1.3784 -2.1159 0.595
C -0.6924 -2.5665 -1.5352 -0.664
C 0.1007 -3.7124 -1.5168 -0.778
C 1.3760 -3.6898 -2.0932 -0.422
C 1.8548 -2.5227 -2.6976 -0.648
C 1.0729 -1.3678 -2.7083 -0.200
C -3.0872 1.1190 -2.0559 -0.586
C -4.4790 1.1950 -2.1021 -0.586
H -6.3246 0.0985 -2.3862 0.370
H -5.1712 -2.0552 -2.9235 0.365
H -2.6934 -2.1729 -2.9103 0.644
H 1.4360 0.5340 -0.9112 0.772
H -1.6915 -2.5753 -1.0930 0.682
H -0.2875 -4.6207 -1.0516 0.383
H 1.9977 -4.5889 -2.0719 0.389
H 2.8378 -2.4988 -3.1690 0.415
H 1.4323 -0.4593 -3.1959 0.499
H -2.4707 1.9954 -1.8604 0.426
H -4.9589 2.1553 -1.9190 0.387
C -2.6586 -0.6524 4.5361 -1.395
C -1.5576 -0.0154 3.7494 1.118
C -1.8173 1.1831 3.0629 -0.696
C -0.8392 1.7727 2.2918 -0.783
C 0.4648 1.1971 2.1746 0.902
C 1.3786 1.8515 1.3176 -0.694
C 2.7472 1.5279 1.0907 0.874
C 3.6295 2.5789 0.6958 -0.531
C 4.9334 2.3127 0.3232 -0.637
C 5.4272 0.9983 0.3866 -0.414
C 4.5879 -0.0440 0.8032 -0.998
C 3.2570 0.2028 1.1305 -0.291
C 0.7396 0.0452 2.9689 -0.559
C -0.2713 -0.5710 3.6934 -0.970
H -2.3999 -1.6778 4.8156 0.364
H -2.8727 -0.0930 5.4578 0.291
H -3.5879 -0.6742 3.9521 0.349
H -2.8018 1.6466 3.1477 0.380
H -1.0262 2.7208 1.7840 0.361
H 1.0455 2.8320 0.9704 0.440
H 3.2373 3.6009 0.6903 0.374
H 5.5718 3.1334 -0.0121 0.375
H 6.4588 0.7969 0.0963 0.380
H 4.9772 -1.0621 0.8719 0.382
H 2.6074 -0.6306 1.4050 0.543
H 1.7567 -0.3293 3.0633 0.650
H -0.0711 -1.4902 4.2512 0.337
```

For the lowest unoccupied orbital energy, the calculation gives -1.96 eV. For the energy, the calculation gives -33439.5252 eV.

3.
Density functional theory data (ωB97M-V/def2-TZVPD) for a structure of composition C29H24N7O3PbS2.

Structure (XYZ):
```
66
Properties=species:S:1:pos:R:3:mulliken_charge:R:1
Pb -0.5085 -0.7930 -3.2659 0.442
O 2.9821 6.4280 -0.4252 -0.485
C 3.6980 5.2876 -0.4662 0.759
O 4.6012 5.0751 0.2910 -0.560
C 3.5468 2.9754 -1.5355 -0.542
C 3.7408 2.0122 -0.6472 -1.024
C 3.1051 0.7216 -0.9196 -0.342
C 2.0116 0.5991 -1.7198 0.550
C 1.4862 1.8288 -2.4834 -0.709
C 2.5861 2.8519 -2.6939 0.388
N 1.3323 -0.5665 -1.9930 -0.201
C 1.7614 -1.7773 -1.4470 -0.180
C 1.1092 -2.9202 -1.7708 0.354
C 1.4882 -4.2317 -1.2870 -0.973
C 0.7747 -5.3214 -1.6177 -0.222
C -0.3899 -5.1905 -2.4610 -0.637
C -0.7168 -3.9624 -2.9134 -0.329
N -0.0144 -2.8292 -2.5966 -0.086
H 2.2672 6.4378 -1.0757 0.341
H 4.2747 2.1833 0.2782 0.526
H 3.4734 -0.1352 -0.3777 0.286
H 1.1172 1.4645 -3.4451 0.760
H 3.0536 2.8639 -3.6775 0.456
H 2.5990 -1.8241 -0.7693 0.169
H 2.3604 -4.3017 -0.6490 0.363
H 1.0631 -6.2968 -1.2491 0.422
H -0.9887 -6.0471 -2.7333 0.387
H -1.5819 -3.8138 -3.5514 0.306
N -0.8309 2.1499 -1.5278 0.047
C 0.4134 2.6651 -1.8062 -0.083
C 0.8078 3.9569 -1.5898 1.493
C 0.0293 4.9356 -0.8982 -0.715
N -0.5704 5.7455 -0.3442 -0.478
C 2.1123 4.1922 -2.1753 -1.000
N 3.3358 4.4009 -1.4612 0.161
S -3.2977 2.8155 -0.4894 -0.381
C -1.8868 2.4853 -1.0533 0.468
C -3.9655 1.0662 2.9679 -1.239
C -3.1272 -0.1950 3.1545 0.218
C -3.4762 -1.2919 2.1593 -0.809
N -3.1583 -0.8898 0.7862 0.059
C -2.6683 -1.6291 -0.2074 -0.064
S -2.9728 -1.1663 -1.8112 -0.323
N -1.9032 -2.7233 0.0625 0.157
C -0.9838 -2.9789 1.1128 -0.076
O -0.6553 -4.1161 1.3237 -0.547
C -0.4044 -1.8096 1.8290 0.156
C -0.1409 -0.6205 1.1584 1.153
C 0.4737 0.4254 1.8308 -1.007
C 0.8117 0.2838 3.1701 -0.727
C 0.5535 -0.9091 3.8371 -0.762
C -0.0454 -1.9607 3.1639 -0.410
H -3.7552 1.7886 3.7558 0.427
H -5.0340 0.8410 2.9995 0.336
H -3.7491 1.5622 2.0186 0.139
H -3.2868 -0.6001 4.1565 0.381
H -2.0668 0.0440 3.0689 -0.170
H -4.5497 -1.5010 2.1997 0.561
H -2.9545 -2.2146 2.3942 0.356
H -3.6297 -0.0604 0.4516 0.225
H -1.8483 -3.4166 -0.6765 0.184
H -0.3832 -0.5149 0.1077 0.224
H 0.6961 1.3441 1.3022 0.479
H 1.2879 1.1024 3.6942 0.446
H 0.8247 -1.0192 4.8787 0.389
H -0.2336 -2.9053 3.6588 0.514
```

For the lowest unoccupied orbital energy (spin up / spin down), the calculation gives -0.82 / -1.43 eV. Its energy relative to the best compared isomer or geometry (same formula, charge and spin) is 116.8 kJ/mol. The spin multiplicity is 2. For the energy, the calculation gives -73950.8433 eV.

4.
Density functional theory data (ωB97M-V/def2-TZVPD) for a structure of composition C29H25BF2N4PPt.

Structure (XYZ):
```
63
Properties=species:S:1:pos:R:3:mulliken_charge:R:1
Pt -0.4061 -1.4897 -0.7968 1.522
B -2.3480 -3.6978 1.3980 -0.035
N -0.8585 -3.3301 1.7018 0.093
C -0.2281 -3.8271 2.7751 -0.320
C 1.0242 -3.2486 2.8656 -1.145
C 1.0749 -2.3835 1.7743 -0.079
N -0.0655 -2.4435 1.0885 -0.025
N -2.9416 -3.0427 0.1081 0.120
C -4.1778 -3.3612 -0.2988 -0.286
C -4.5476 -2.5133 -1.3240 -1.086
C -3.4414 -1.6827 -1.4926 -0.120
N -2.4844 -2.0106 -0.6262 -0.189
H -3.0090 -3.3247 2.3473 -0.128
H -2.4203 -4.9006 1.2627 -0.128
H -0.7195 -4.5500 3.4042 0.390
H 1.7830 -3.4285 3.6069 0.409
H 1.8702 -1.7359 1.4432 0.484
H -4.7092 -4.1640 0.1841 0.387
H -5.4720 -2.5030 -1.8744 0.398
H -3.2816 -0.8888 -2.1997 0.513
C 0.5255 3.6208 4.0925 -0.479
C 0.8187 2.2649 4.1341 -0.658
C 0.6718 1.4853 2.9962 -0.314
C 0.2460 2.0411 1.7900 -0.208
C -0.0640 3.4037 1.7678 -0.146
C 0.0735 4.1849 2.9071 -0.799
P 0.1344 0.8901 0.3365 0.453
C -0.8729 1.9419 -0.7695 0.293
C -2.2553 1.8613 -0.6074 -0.416
C -3.1013 2.6261 -1.3927 -0.658
C -2.5763 3.4668 -2.3665 -0.438
C -1.2035 3.5410 -2.5447 -0.796
C -0.3547 2.7849 -1.7460 -0.047
C 1.8343 0.9969 -0.3014 0.327
C 2.6282 2.0994 -0.0924 -0.123
C 3.9780 2.1117 -0.4870 -0.900
C 4.5285 1.0055 -1.0649 -0.843
C 3.7565 -0.1593 -1.2885 1.061
C 4.3370 -1.3094 -1.8701 -0.836
C 3.5771 -2.4209 -2.0865 -0.823
C 2.2088 -2.4334 -1.7436 -0.408
C 1.5838 -1.3455 -1.1713 -1.283
C 2.3768 -0.1758 -0.9244 0.635
H 0.6384 4.2310 4.9803 0.357
H 1.1524 1.8124 5.0603 0.407
H 0.8784 0.4206 3.0382 0.365
H -0.4283 3.8547 0.8525 0.453
H -0.1682 5.2409 2.8695 0.395
H -2.6598 1.1718 0.1257 0.305
H -4.1740 2.5471 -1.2640 0.386
H -3.2385 4.0520 -2.9930 0.333
H -0.7907 4.1863 -3.3110 0.379
H 0.7178 2.8348 -1.8922 0.383
H 2.2090 2.9686 0.4002 0.437
H 4.5821 2.9961 -0.3217 0.409
H 5.5725 1.0015 -1.3599 0.354
H 5.3885 -1.2905 -2.1358 0.330
H 4.0279 -3.3013 -2.5315 0.370
H 1.6317 -3.3274 -1.9443 0.427
F -1.5642 0.0631 -3.0012 -0.272
C -0.5910 -0.9095 -2.7308 -0.232
F -0.9866 -1.9830 -3.5413 -0.355
H 0.3102 -0.5248 -3.2148 0.398
```

For the lowest unoccupied orbital energy (spin up / spin down), the calculation gives 2.82 / 2.82 eV. Its energy relative to the best compared isomer or geometry (same formula, charge and spin) is 0.0 kJ/mol. As for the total charge: -1. For the energy, the calculation gives -55089.6599 eV.